The following is a quantum chemistry calculation of 6 unconnected molecules or ions with the total composition C33H79O23P5 at a distorted geometry, from the OMol25 dataset.

Values from the calculation:
ΔE to the lowest compared entry with this formula, charge and spin: 3.488 eV
HOMO: -0.376 hartree
Structure (SMILES): CCOP(=O)(OCC)OCC.CCOP(=O)(OCC)OCC.CCOP(=O)(OCC)OCC.CCOP(=O)(OCC)OCC.CCOP(=O)(OCC)OCC.O=C1OCCO1
LUMO: -0.05 eV
Gap between HOMO and LUMO: 10.2 eV
Total charge: 0
Max |F|: 5.2 eV/A

Each atom is followed by the atoms it is bonded to, with distances in Å.
Element x y z (Å)
1 C -3.115 4.459 1.925  C2 1.516, H12 1.090, H13 1.090, H14 1.090
2 C -3.605 4.147 3.325  C1 1.516, O3 1.420, H15 1.090, H16 1.090
3 O -2.550 4.610 4.156  C2 1.420, P4 1.657
4 P -2.689 4.352 5.786  O3 1.657, O5 1.512, O6 1.567, O9 1.612
5 O -4.006 3.852 6.334  P4 1.512
6 O -1.513 3.402 6.198  P4 1.567, C7 1.394
7 C -1.458 2.670 7.382  O6 1.394, C8 1.567, H17 1.090, H18 1.090
8 C -0.018 3.014 7.897  C7 1.567, H19 1.090, H20 1.090, H21 1.090
9 O -2.271 5.779 6.408  P4 1.612, C10 1.473
10 C -3.024 7.039 6.290  O9 1.473, C11 1.458, H22 1.090, H23 1.090
11 C -2.222 7.781 5.324  C10 1.458, H24 1.090, H25 1.090, H26 1.090
12 H -2.681 5.459 1.934  C1 1.090
13 H -2.410 3.688 1.615  C1 1.090
14 H -3.824 4.445 1.097  C1 1.090
15 H -4.420 4.804 3.626  C2 1.090
16 H -3.980 3.144 3.529  C2 1.090
17 H -2.292 2.931 8.034  C7 1.090
18 H -1.327 1.605 7.188  C7 1.090
19 H 0.752 2.669 7.207  C8 1.090
20 H -0.068 4.084 7.696  C8 1.090
21 H 0.288 2.822 8.925  C8 1.090
22 H -4.100 6.978 6.130  C10 1.090
23 H -2.948 7.466 7.289  C10 1.090
24 H -2.384 7.464 4.294  C11 1.090
25 H -2.604 8.780 5.530  C11 1.090
26 H -1.173 7.942 5.574  C11 1.090
27 C 2.604 -11.225 5.391  C28 1.568, H38 1.090, H39 1.090, H40 1.090
28 C 2.349 -9.896 6.184  C27 1.568, O29 1.407, H41 1.090, H42 1.090
29 O 1.357 -9.158 5.513  C28 1.407, P30 1.667
30 P 1.706 -8.444 4.047  O29 1.667, O31 1.502, O32 1.677, O35 1.586
31 O 3.176 -8.395 3.742  P30 1.502
32 O 0.635 -9.158 2.972  P30 1.677, C33 1.442
33 C -0.785 -8.987 3.157  O32 1.442, C34 1.529, H43 1.090, H44 1.090
34 C -1.730 -9.880 2.352  C33 1.529, H45 1.090, H46 1.090, H47 1.090
35 O 1.085 -6.994 4.211  P30 1.586, C36 1.471
36 C 1.022 -6.239 2.950  O35 1.471, C37 1.545, H48 1.090, H49 1.090
37 C 2.233 -5.282 3.030  C36 1.545, H50 1.090, H51 1.090, H52 1.090
38 H 1.673 -11.789 5.323  C27 1.090
39 H 2.892 -11.087 4.349  C27 1.090
40 H 3.385 -11.825 5.858  C27 1.090
41 H 1.910 -10.055 7.169  C28 1.090
42 H 3.323 -9.407 6.204  C28 1.090
43 H -1.047 -9.148 4.202  C33 1.090
44 H -0.949 -7.919 3.018  C33 1.090
45 H -1.554 -10.067 1.292  C34 1.090
46 H -1.847 -10.871 2.790  C34 1.090
47 H -2.776 -9.603 2.479  C34 1.090
48 H 1.104 -6.760 1.996  C36 1.090
49 H 0.074 -5.701 2.948  C36 1.090
50 H 2.346 -4.597 3.870  C37 1.090
51 H 3.104 -5.910 3.216  C37 1.090
52 H 2.353 -4.711 2.109  C37 1.090
53 C 0.494 -1.186 -4.373  C54 1.583, H64 1.090, H65 1.090, H66 1.090
54 C 0.209 -0.796 -2.865  C53 1.583, O55 1.435, H67 1.090, H68 1.090
55 O 1.122 0.311 -2.864  C54 1.435, P56 1.626
56 P 0.757 1.585 -1.922  O55 1.626, O57 1.513, O58 1.613, O61 1.625
57 O 1.846 2.586 -1.603  P56 1.513
58 O -0.507 2.236 -2.684  P56 1.613, C59 1.440
59 C -0.340 2.887 -3.957  O58 1.440, C60 1.595, H69 1.090, H70 1.090
60 C 0.158 4.364 -3.618  C59 1.595, H71 1.090, H72 1.090, H73 1.090
61 O 0.031 0.982 -0.599  P56 1.625, C62 1.415
62 C 0.509 0.024 0.326  O61 1.415, C63 1.539, H74 1.090, H75 1.090
63 C 1.308 0.654 1.480  C62 1.539, H76 1.090, H77 1.090, H78 1.090
64 H 0.169 -0.367 -5.015  C53 1.090
65 H 1.580 -1.209 -4.452  C53 1.090
66 H 0.070 -2.071 -4.846  C53 1.090
67 H -0.864 -0.665 -2.722  C54 1.090
68 H 0.595 -1.573 -2.204  C54 1.090
69 H 0.346 2.300 -4.568  C59 1.090
70 H -1.273 3.087 -4.484  C59 1.090
71 H -0.673 4.992 -3.296  C60 1.090
72 H 1.020 4.467 -2.960  C60 1.090
73 H 0.630 4.771 -4.512  C60 1.090
74 H -0.396 -0.387 0.775  C62 1.090
75 H 1.006 -0.767 -0.235  C62 1.090
76 H 2.033 1.367 1.086  C63 1.090
77 H 0.833 1.183 2.307  C63 1.090
78 H 1.991 -0.012 2.008  C63 1.090
79 C 10.098 3.501 -5.215  C80 1.524, H90 1.090, H91 1.090, H92 1.090
80 C 9.018 3.808 -6.246  C79 1.524, O81 1.390, H93 1.090, H94 1.090
81 O 8.055 4.466 -5.490  C80 1.390, P82 1.654
82 P 7.979 6.117 -5.482  O81 1.654, O83 1.489, O84 1.610, O87 1.632
83 O 9.277 6.708 -5.912  P82 1.489
84 O 7.603 6.435 -3.949  P82 1.610, C85 1.406
85 C 8.472 6.118 -2.890  O84 1.406, C86 1.556, H95 1.090, H96 1.090
86 C 8.250 7.047 -1.661  C85 1.556, H97 1.090, H98 1.090, H99 1.090
87 O 6.723 6.558 -6.427  P82 1.632, C88 1.454
88 C 5.362 6.133 -6.142  O87 1.454, C89 1.499, H100 1.090, H101 1.090
89 C 4.517 7.207 -6.756  C88 1.499, H102 1.090, H103 1.090, H104 1.090
90 H 10.621 4.397 -4.882  C79 1.090
91 H 9.637 3.078 -4.322  C79 1.090
92 H 10.759 2.700 -5.546  C79 1.090
93 H 9.405 4.308 -7.134  C80 1.090
94 H 8.409 2.929 -6.458  C80 1.090
95 H 8.399 5.075 -2.583  C85 1.090
96 H 9.485 6.389 -3.185  C85 1.090
97 H 7.462 6.538 -1.105  C86 1.090
98 H 9.035 7.169 -0.915  C86 1.090
99 H 7.806 7.984 -1.995  C86 1.090
100 H 5.205 5.220 -6.717  C88 1.090
101 H 5.221 6.032 -5.066  C88 1.090
102 H 4.871 8.171 -6.390  C89 1.090
103 H 4.568 7.264 -7.844  C89 1.090
104 H 3.466 6.978 -6.581  C89 1.090
105 C -5.526 -8.536 -1.907  C106 1.520, H116 1.090, H117 1.090, H118 1.090
106 C -6.481 -8.535 -3.090  C105 1.520, O107 1.432, H119 1.090, H120 1.090
107 O -7.608 -7.817 -2.573  C106 1.432, P108 1.640
108 P -8.277 -6.593 -3.433  O107 1.640, O109 1.476, O110 1.651, O113 1.602
109 O -8.841 -7.021 -4.727  P108 1.476
110 O -9.491 -6.121 -2.417  P108 1.651, C111 1.459
111 C -10.171 -7.025 -1.495  O110 1.459, C112 1.480, H121 1.090, H122 1.090
112 C -11.499 -6.478 -1.139  C111 1.480, H123 1.090, H124 1.090, H125 1.090
113 O -7.339 -5.297 -3.338  P108 1.602, C114 1.328
114 C -6.566 -5.012 -2.297  O113 1.328, C115 1.564, H126 1.090, H127 1.090
115 C -5.050 -4.878 -2.654  C114 1.564, H128 1.090, H129 1.090, H130 1.090
116 H -5.117 -7.533 -1.790  C105 1.090
117 H -5.909 -8.783 -0.916  C105 1.090
118 H -4.716 -9.241 -2.092  C105 1.090
119 H -6.036 -8.162 -4.012  C106 1.090
120 H -6.751 -9.573 -3.280  C106 1.090
121 H -10.107 -8.011 -1.954  C111 1.090
122 H -9.620 -6.992 -0.555  C111 1.090
123 H -12.103 -6.386 -2.042  C112 1.090
124 H -12.092 -7.236 -0.627  C112 1.090
125 H -11.404 -5.505 -0.657  C112 1.090
126 H -6.846 -4.078 -1.810  C114 1.090
127 H -6.648 -5.773 -1.520  C114 1.090
128 H -4.380 -4.816 -1.796  C115 1.090
129 H -4.650 -5.714 -3.229  C115 1.090
130 H -5.032 -3.937 -3.204  C115 1.090
131 O 4.155 10.762 -0.621  C132 1.230
132 C 3.102 10.182 -0.363  O131 1.230, O133 1.314, O136 1.374
133 O 2.871 8.896 -0.500  C132 1.314, C134 1.421
134 C 1.562 8.619 -0.023  O133 1.421, C135 1.549, H137 1.090, H138 1.090
135 C 0.887 9.970 0.319  C134 1.549, O136 1.402, H139 1.090, H140 1.090
136 O 1.964 10.828 0.058  C132 1.374, C135 1.402
137 H 1.038 8.126 -0.842  C134 1.090
138 H 1.601 8.080 0.924  C134 1.090
139 H 0.799 10.125 1.394  C135 1.090
140 H -0.079 10.099 -0.170  C135 1.090